No. 1
Computed, not measured: a 2-piece molecular cluster, C2H8NO2 overall at a distorted geometry, with ωB97M-V/def2-TZVPD.

Properties
Net charge   -1
Energy relative to the best compared isomer or geometry (same formula, charge and spin)   41.1 kJ/mol
Max |F|   0.034 Eh/bohr
Frontier orbital gap   7.89 eV

Last column: natural (NBO) charge in e.
Positions of all 13 atoms, in Å:
C: -0.50 0.19 -2.27  -0.22
O: -0.23 -1.02 -1.65  -0.82
H: -0.59 0.04 -3.36  0.13
H: -1.48 0.64 -1.97  0.13
H: 0.23 0.98 -2.04  0.12
N: 0.63 0.77 2.20  -0.89
C: 0.50 -0.53 1.53  0.11
O: -0.63 -0.71 0.76  -0.92
H: 0.67 1.48 1.46  0.33
H: -0.26 1.02 2.64  0.33
H: 1.41 -0.69 0.95  0.10
H: 0.51 -1.30 2.34  0.08
H: -0.25 -0.86 -0.59  0.50

No. 2
Computed, not measured: a 2-piece molecular cluster, C2H8NO2 overall at a distorted geometry, with ωB97M-V/def2-TZVPD.

Properties
Net charge   0
Energy relative to the best compared isomer or geometry (same formula, charge and spin)   126.0 kJ/mol
Max |F|   0.055 Eh/bohr
⟨S²⟩   0.759
2S+1   2
Frontier orbital gap (spin up / spin down)   10.08 / 6.01 eV

Last column: natural (NBO) charge in e.
Positions of all 13 atoms, in Å:
C: -0.82 1.03 -0.29  -0.08
O: -0.37 0.84 0.98  -0.64
C: 0.23 0.55 -1.30  -0.25
N: 0.26 -0.94 -1.38  -0.85
H: -1.01 2.15 -0.35  0.20
H: -1.86 0.57 -0.37  0.16
H: 1.23 0.86 -0.99  0.20
H: 0.02 0.95 -2.30  0.19
H: -0.75 -1.32 -1.46  0.35
H: 0.77 -1.41 -0.64  0.37
H: 0.19 -1.98 1.91  0.45
H: 0.26 0.01 1.18  0.47
O: 0.71 -1.18 1.82  -0.59

No. 3
Computed, not measured: a 2-piece molecular cluster, C2H8NO2 overall at a distorted geometry, with ωB97M-V/def2-TZVPD.

Properties
Net charge   0
Energy relative to the best compared isomer or geometry (same formula, charge and spin)   90.8 kJ/mol
Max |F|   0.041 Eh/bohr
⟨S²⟩   0.753
2S+1   2
Frontier orbital gap (spin up / spin down)   4.29 / 8.25 eV

Last column: natural (NBO) charge in e.
Positions of all 13 atoms, in Å:
O: -0.47 0.00 1.88  -0.73
C: -1.14 -0.54 0.97  0.05
C: -1.25 0.13 -0.35  -0.35
N: 0.01 0.90 -0.57  -0.76
H: -1.70 -1.46 1.19  0.12
H: -1.44 -0.45 -1.25  0.20
H: -2.14 0.84 -0.30  0.16
H: 0.69 0.17 -0.92  0.46
H: -0.14 1.76 -1.11  0.40
H: 0.36 1.16 0.36  0.45
H: 2.76 -0.16 0.25  0.48
H: 2.41 -1.60 -0.14  0.49
O: 2.04 -0.74 -0.02  -0.96

No. 4
Computed, not measured: a 2-piece molecular cluster, C2H8NO2 overall at a distorted geometry, with ωB97M-V/def2-TZVPD.

Properties
Net charge   +1
Energy relative to the best compared isomer or geometry (same formula, charge and spin)   181.8 kJ/mol
Max |F|   0.062 Eh/bohr
Frontier orbital gap   12.50 eV

Last column: natural (NBO) charge in e.
Positions of all 13 atoms, in Å:
C: 2.43 -0.01 0.00  -0.91
C: -1.53 -0.54 -0.01  0.92
N: -2.84 0.32 0.02  -0.80
O: -1.62 -1.70 0.11  -0.46
O: -0.55 0.29 -0.03  -0.69
H: 1.98 -0.93 0.17  0.21
H: 2.17 0.81 0.63  0.23
H: 2.18 0.18 -1.08  0.22
H: -3.46 0.11 0.77  0.46
H: -3.42 0.12 -0.87  0.48
H: -2.47 1.35 0.15  0.48
H: 3.42 -0.21 0.25  0.27
H: 0.41 0.00 -0.24  0.58

No. 5
Computed, not measured: C2H8NO2P as an isolated structure at a distorted geometry, with ωB97M-V/def2-TZVPD.

Properties
Net charge   0
Energy relative to the best compared isomer or geometry (same formula, charge and spin)   281.4 kJ/mol
Max |F|   0.085 Eh/bohr
Frontier orbital gap   9.37 eV

Last column: natural (NBO) charge in e.
Positions of all 14 atoms, in Å:
C: -2.33 0.96 -0.33  -0.75
C: -1.08 0.31 0.09  0.45
N: 2.21 -2.03 -0.31  -1.20
O: 1.69 0.45 -0.58  -1.13
O: -0.77 -0.74 -0.48  -0.60
P: 1.37 -0.82 -1.27  1.47
H: -2.72 1.85 0.19  0.24
H: -2.19 1.38 -1.37  0.27
H: -3.12 0.23 -0.53  0.25
H: -0.29 0.77 0.83  0.19
H: 1.25 1.37 2.16  -0.01
H: 2.14 -2.97 -0.61  0.40
H: 2.48 -1.63 0.55  0.40
H: 1.36 0.87 1.67  0.01

No. 6
Computed, not measured: C2H8NO2P as an isolated structure at a distorted geometry, with ωB97M-V/def2-TZVPD.

Properties
Net charge   0
Energy relative to the best compared isomer or geometry (same formula, charge and spin)   664.8 kJ/mol
Max |F|   0.147 Eh/bohr
Frontier orbital gap (spin up / spin down)   9.08 / 9.08 eV

Last column: natural (NBO) charge in e.
Positions of all 14 atoms, in Å:
C: 1.03 0.80 1.39  -0.95
C: 0.36 0.14 -1.51  -1.02
N: -2.12 -1.43 0.01  -0.50
O: -2.16 1.38 0.30  -0.94
O: -0.78 -1.18 0.51  -0.71
P: -0.31 0.24 0.17  1.81
H: 1.98 0.12 1.23  0.25
H: 1.32 1.68 0.87  0.24
H: 0.63 1.14 2.35  0.28
H: -0.33 -0.69 -1.91  0.29
H: 0.36 1.09 -2.04  0.27
H: 1.42 -0.02 -1.37  0.24
H: -2.50 -0.53 -0.09  0.39
H: -2.59 -1.86 0.75  0.35

Electronic energy / Ha: -286.23163; -286.10002; -286.11341; -285.94920; -627.54880; -627.40277